[1]
Density functional theory data (ωB97M-V/def2-TZVPD) for a cluster of 2 separate species, C2H12OSi3 in total.

Summary:
energy above the lowest of the compared OMol25 structures with the same formula, charge and spin	7.8	kcal/mol
HOMO-LUMO gap	0.279	Eh
energy	-1027.087491	hartree
molar mass	136.38	g/mol

ORCA input file:
```
! RIJCOSX wB97M-V def2-TZVPD def2/J DEFGRID3
* xyz 0 1
C -0.3460 1.3460 1.2244
C -2.2014 0.5924 -1.2026
O -0.6888 -1.3569 0.2086
Si 0.6439 -2.2752 0.0596
Si 3.4566 0.4971 -0.0908
Si -1.4982 0.0314 0.4685
H 0.6411 0.9308 1.4169
H -0.2200 2.2080 0.5757
H -0.7373 1.7117 2.1692
H -1.4120 0.7526 -1.9319
H -2.8720 -0.1591 -1.6091
H -2.7629 1.5179 -1.1124
H 1.3422 -1.8902 -1.1683
H 1.4753 -2.0761 1.2423
H 0.0879 -3.6257 -0.0277
H 4.0647 1.8586 -0.0722
H 3.5834 0.2919 -1.5592
H -2.5565 -0.3552 1.4090
*
```


[2]
Density functional theory data (ωB97M-V/def2-TZVPD) for a structure of composition C2H13F4HfO5 in a non-equilibrium geometry.

Summary:
energy above the lowest of the compared OMol25 structures with the same formula, charge and spin	607.5	kcal/mol
HOMO-LUMO gap	0.095	Eh
energy	-907.014095	hartree
molar mass	371.60	g/mol

ORCA input file:
```
! RIJCOSX wB97M-V def2-TZVPD def2/J DEFGRID3
* xyz -1 1
Hf 1.2367 0.0986 -1.0107
F 4.8734 0.6468 -1.8765
F 3.0545 -1.9333 1.4505
F -1.8354 -0.4418 -3.1584
F 0.7406 3.3666 -2.3499
C -4.2949 1.7269 3.4207
C -2.8878 1.0273 3.4109
O -2.1255 1.2679 2.2509
H -4.8555 1.3202 2.5790
H -4.2935 2.8034 3.2499
H -4.7791 1.5052 4.3718
H -3.0914 -0.0435 3.4218
H -2.3053 1.1535 4.3235
O 1.9487 0.0605 -5.4321
H 1.4426 0.6337 -6.0079
H 2.7644 -0.0975 -5.9074
O -1.0391 -3.2014 0.1281
H -1.9794 -3.3727 0.0768
H -0.6507 -4.0527 0.3298
O 3.1713 2.6068 1.6628
H 3.6019 3.3880 1.3155
H 3.1488 2.7461 2.6096
O 2.5622 -3.4402 -2.7514
H 2.2944 -3.7708 -3.6088
H 3.2983 -3.9975 -2.4985
*
```


[3]
Density functional theory data (ωB97M-V/def2-TZVPD) for a cluster of 4 separate species, C2H13NO3 in total in a non-equilibrium geometry.

Summary:
structure (SMILES)	CCN.O.O.O
energy above the lowest of the compared OMol25 structures with the same formula, charge and spin	24.0	kcal/mol
HOMO-LUMO gap	0.389	Eh
energy	-364.449236	hartree
molar mass	99.13	g/mol

ORCA input file:
```
! RIJCOSX wB97M-V def2-TZVPD def2/J DEFGRID3
* xyz 0 1
C 0.4037 1.0382 -0.8668
C -0.1499 2.1198 0.0422
N -1.5739 1.9559 0.4052
H 0.6346 0.1218 -0.3319
H 1.3495 1.2988 -1.3343
H -0.2600 0.6822 -1.6566
H -0.0596 3.0242 -0.5707
H 0.4492 2.1661 0.9230
H -2.3396 1.9647 -0.2612
H -1.7167 2.8703 0.8347
H 3.8796 -2.6337 0.3063
H 2.4510 -2.5340 -0.2789
O 3.2815 -2.0525 -0.1696
H -2.3979 -1.5644 1.4441
H -1.8497 -0.1501 0.8179
O -2.1856 -1.0430 0.6732
H 0.1287 -3.1847 0.0888
H -0.4517 -1.8143 -0.0684
O 0.4070 -2.2654 0.0032
*
```


[4]
Density functional theory data (ωB97M-V/def2-TZVPD) for a cluster of 5 separate species, C2H13NO3S2 in total in a non-equilibrium geometry.

Summary:
energy above the lowest of the compared OMol25 structures with the same formula, charge and spin	111.6	kcal/mol
HOMO-LUMO gap	0.167	Eh
energy	-1160.665773	hartree
molar mass	163.26	g/mol

ORCA input file:
```
! RIJCOSX wB97M-V def2-TZVPD def2/J DEFGRID3
* xyz 0 1
N 0.1867 2.1557 -1.8959
C 0.9135 1.1223 -1.2264
C 0.7676 1.2368 0.2845
S 1.1582 -0.1959 1.1939
S -1.7317 -0.5676 -1.3297
H 0.5850 3.0302 -2.1683
H -0.7761 1.9537 -2.0630
H 1.9534 1.1074 -1.5758
H 0.6049 0.1308 -1.5586
H -0.2775 1.5602 0.3969
H 1.3519 2.0639 0.7228
H -2.2227 -1.7962 -1.6030
H 4.0455 -1.5365 -0.2608
H 2.8622 -0.5694 -0.0807
O 3.7179 -0.6689 -0.5339
H -2.8361 -0.1495 2.2068
H -2.7035 0.1585 0.7115
O -3.0955 0.5000 1.5242
H -0.9876 -2.0460 0.9262
H -0.3335 -1.8524 2.2231
O -1.0136 -2.3844 1.8273
*
```